No. 1
ORCA calculation (ωB97M-V/def2-TZVPD) on a molecular structure, C12H18O9Rb.

Last column: Löwdin charge in e.
Geometry (Å):
Rb (-1.310, 3.458, -2.525)  0.975
C (2.594, -1.317, 4.528)  -0.031
C (1.847, -0.015, 4.864)  -0.299
C (2.586, 1.152, 4.274)  -0.119
O (1.710, 1.776, 3.385)  0.105
C (0.598, 1.066, 3.308)  -0.555
O (-0.361, 1.285, 2.558)  0.102
O (0.729, -0.042, 4.005)  0.104
H (2.638, -1.552, 3.464)  0.099
H (2.077, -2.130, 5.038)  0.083
H (3.567, -1.456, 5.000)  0.089
H (1.759, 0.026, 5.950)  0.159
H (3.480, 0.707, 3.837)  0.133
H (2.858, 1.848, 5.068)  0.140
C (8.197, 1.496, -2.093)  -0.014
C (7.143, 0.520, -2.283)  -0.404
C (7.046, -0.423, -1.209)  -0.099
O (5.627, -0.671, -1.138)  0.073
C (5.003, 0.332, -1.844)  -0.493
O (3.766, 0.527, -1.960)  0.081
O (5.921, 1.203, -2.216)  0.104
H (8.898, 1.423, -2.924)  0.095
H (8.722, 1.311, -1.156)  0.094
H (7.880, 2.531, -2.225)  0.106
H (7.183, 0.108, -3.292)  0.172
H (7.393, 0.023, -0.277)  0.140
H (7.575, -1.365, -1.352)  0.154
C (-9.714, -2.211, -2.712)  -0.001
C (-9.421, -0.720, -2.349)  -0.291
C (-8.703, -0.429, -1.014)  -0.138
O (-7.606, 0.218, -1.389)  0.100
C (-7.472, 0.159, -2.705)  -0.542
O (-6.450, 0.579, -3.313)  0.073
O (-8.485, -0.398, -3.280)  0.107
H (-10.669, -2.542, -2.304)  0.082
H (-8.970, -2.969, -2.468)  0.087
H (-9.741, -2.378, -3.788)  0.085
H (-10.198, 0.031, -2.495)  0.161
H (-8.440, -1.405, -0.606)  0.140
H (-9.258, 0.243, -0.360)  0.146

Results
Net charge: +1
HOMO in Eh: -0.455
Energy relative to the best compared isomer or geometry (same formula, charge and spin) in kcal per mole: 99.3
HOMO-LUMO gap in eV: 8.8


No. 2
ORCA calculation (ωB97M-V/def2-TZVPD) on a molecular structure, C12H19As3CuF26O4Pt.

Last column: Löwdin charge in e.
Geometry (Å):
Pt (-0.431, -0.408, 3.989)  1.436
Cu (-3.070, 1.298, 1.470)  0.503
As (-0.183, -3.980, 5.658)  0.609
F (1.377, -4.086, 5.028)  -0.221
F (-0.001, -5.447, 6.489)  -0.221
F (-1.727, -3.701, 6.266)  -0.203
F (-0.355, -2.416, 4.744)  -0.392
F (-0.810, -4.725, 4.294)  -0.204
F (0.458, -3.083, 6.951)  -0.230
As (-0.971, 3.301, 4.086)  0.595
F (-0.159, 3.740, 2.689)  -0.206
F (0.311, 3.759, 5.027)  -0.179
F (-1.829, 2.791, 5.409)  -0.171
F (-2.226, 2.672, 3.038)  -0.245
F (-0.169, 1.706, 3.981)  -0.372
F (-1.698, 4.814, 4.090)  -0.197
As (-4.503, -0.601, 4.407)  0.598
F (-4.440, -1.360, 5.888)  -0.187
F (-4.585, -2.096, 3.636)  -0.204
F (-4.438, 0.134, 2.817)  -0.261
F (-4.307, 0.878, 5.132)  -0.192
F (-2.746, -0.633, 4.178)  -0.346
F (-6.178, -0.420, 4.445)  -0.207
O (-0.372, -0.841, 0.022)  0.117
C (-0.505, -0.717, 1.374)  -0.663
O (0.378, -1.251, 2.136)  -0.074
O (-1.424, 0.031, 1.862)  -0.089
H (0.338, -1.507, -0.134)  0.138
C (-2.260, 3.445, -1.086)  -0.011
C (-3.436, 4.137, -0.483)  -0.421
C (-3.213, 5.624, -0.138)  -0.258
F (-2.213, 5.734, 0.783)  0.102
F (-2.847, 6.277, -1.287)  0.076
F (-4.544, 3.976, -1.239)  0.145
F (-3.700, 3.513, 0.729)  0.084
O (-2.695, 2.076, -1.195)  0.038
C (-2.545, 1.598, -2.410)  -0.542
C (-3.103, 0.177, -2.581)  -0.242
F (-4.394, 0.147, -2.209)  0.122
F (-3.003, -0.087, -3.943)  0.062
F (-3.216, 2.432, -3.327)  0.097
F (-1.242, 1.596, -2.783)  0.146
H (-1.414, 3.463, -0.401)  0.163
H (-2.024, 3.859, -2.059)  0.152
H (-4.177, 6.032, 0.217)  0.181
H (-2.485, -0.573, -2.102)  0.166
C (3.871, -0.876, -1.399)  -0.118
C (4.031, -0.917, -2.880)  -0.321
C (4.551, -2.218, -3.401)  -0.237
C (4.708, -2.208, -4.944)  -0.219
C (5.838, -3.135, -5.423)  -0.294
C (5.997, -3.135, -6.922)  -0.137
H (4.780, -0.867, -0.821)  0.074
H (3.097, -1.576, -1.075)  0.069
H (3.355, 0.084, -1.201)  0.078
H (3.064, -0.795, -3.392)  0.115
H (4.629, -0.070, -3.217)  0.112
H (4.049, -3.084, -2.980)  0.115
H (5.589, -2.266, -3.009)  0.115
H (3.790, -2.594, -5.412)  0.115
H (4.978, -1.211, -5.298)  0.110
H (6.765, -2.828, -4.925)  0.106
H (5.598, -4.157, -5.103)  0.111
H (5.117, -3.564, -7.421)  0.073
H (6.110, -2.139, -7.371)  0.072
H (6.856, -3.720, -7.264)  0.066

Results
Multiplicity: 3
Net charge: -1
HOMO (spin up / spin down) in Eh: -0.297 / -0.298
HOMO-LUMO gap (spin up / spin down) in eV: 9.5 / 7.6


No. 3
ORCA calculation (ωB97M-V/def2-TZVPD) on a molecular structure, C12H19AsN4NiO2S4Se.

Last column: Löwdin charge in e.
Geometry (Å):
Ni (0.709, 2.383, -0.418)  -0.211
N (-0.650, 2.258, 1.148)  -0.019
C (-0.077, 1.293, 2.095)  -0.346
C (-0.922, 0.995, 3.330)  -0.144
C (-2.159, 0.131, 2.995)  -0.179
C (-1.902, -1.380, 2.729)  -0.203
N (-0.930, -1.744, 1.713)  -0.014
C (-1.154, -1.743, 0.336)  -0.755
N (-2.544, -1.538, -0.050)  0.022
N (-0.506, -2.823, -0.404)  0.041
C (1.397, 1.704, 2.295)  -0.632
O (1.920, 1.540, 3.402)  -0.011
O (1.940, 2.084, 1.212)  -0.095
H (-0.800, 3.174, 1.560)  0.115
H (-1.524, 1.951, 0.737)  0.036
H (0.021, 0.366, 1.543)  0.039
H (-1.236, 1.945, 3.773)  0.114
H (-0.296, 0.483, 4.066)  0.110
H (-2.664, 0.582, 2.132)  0.089
H (-2.875, 0.161, 3.823)  0.100
H (-2.848, -1.862, 2.481)  0.103
H (-1.536, -1.823, 3.659)  0.112
H (0.028, -1.582, 1.978)  0.126
H (-2.890, -0.667, 0.332)  0.051
H (-2.616, -1.494, -1.053)  0.051
H (0.373, -3.054, 0.038)  0.073
H (-0.348, -2.439, -1.327)  -0.003
S (0.988, 6.234, -1.011)  -0.307
As (0.779, 4.557, -2.304)  -0.554
S (2.265, 2.960, -1.895)  0.024
S (-0.967, 3.334, -1.667)  -0.017
S (0.728, 5.084, -4.366)  -0.318
Se (-0.374, -0.183, -0.773)  1.096
C (0.863, -1.124, -1.930)  -0.520
C (0.462, -1.469, -3.215)  -0.116
C (1.330, -2.149, -4.059)  -0.085
C (2.601, -2.491, -3.622)  -0.098
C (3.010, -2.128, -2.345)  -0.083
C (2.150, -1.438, -1.506)  -0.102
H (-0.525, -1.181, -3.555)  0.106
H (1.010, -2.407, -5.061)  0.098
H (3.278, -3.020, -4.281)  0.093
H (4.011, -2.368, -2.007)  0.099
H (2.480, -1.110, -0.527)  0.113

Results
Net charge: -2
HOMO (spin up / spin down) in Eh: -0.026 / -0.026
Energy relative to the best compared isomer or geometry (same formula, charge and spin) in kcal per mole: 82.9
HOMO-LUMO gap (spin up / spin down) in eV: 4.8 / 4.8


No. 4
ORCA calculation (ωB97M-V/def2-TZVPD) on a molecular structure, C12H19BClF2O8S5W.

Last column: Löwdin charge in e.
Geometry (Å):
W (-0.515, 0.307, -0.752)  1.448
C (0.687, 3.229, -0.657)  -0.118
C (-0.304, 3.386, 0.471)  -0.093
O (-1.095, 2.182, 0.511)  -0.290
C (-1.547, 1.789, 1.815)  -0.126
C (-0.423, 1.075, 2.535)  -0.142
O (0.186, 0.202, 1.586)  -0.268
C (1.423, -0.353, 2.049)  -0.124
C (1.970, -1.236, 0.950)  -0.144
O (1.892, -0.555, -0.302)  -0.221
C (2.983, 0.342, -0.540)  -0.116
C (2.459, 1.636, -1.139)  -0.112
O (1.180, 1.886, -0.528)  -0.266
H (1.510, 3.934, -0.532)  0.149
H (0.232, 3.366, -1.637)  0.132
H (-0.968, 4.235, 0.305)  0.155
H (0.219, 3.505, 1.421)  0.138
H (-2.382, 1.108, 1.649)  0.122
H (-1.904, 2.657, 2.370)  0.155
H (-0.812, 0.508, 3.385)  0.150
H (0.334, 1.775, 2.902)  0.137
H (1.253, -0.939, 2.957)  0.152
H (2.102, 0.473, 2.284)  0.138
H (1.370, -2.136, 0.848)  0.084
H (2.997, -1.532, 1.170)  0.154
H (3.687, -0.130, -1.227)  0.151
H (3.495, 0.548, 0.402)  0.133
H (2.351, 1.578, -2.218)  0.113
H (3.133, 2.456, -0.885)  0.146
F (-3.674, -0.335, -0.555)  0.150
B (-2.762, 0.585, -0.852)  -0.706
F (-3.253, 1.759, -1.222)  0.200
C (-3.568, -2.976, 0.795)  -0.334
S (-2.025, -2.186, 1.320)  0.833
C (-0.856, -3.190, 0.476)  -1.013
C (-0.366, -2.942, -0.755)  -1.048
S (-0.894, -1.657, -1.844)  0.701
S (0.854, -4.031, -1.349)  0.943
C (0.883, -5.106, 0.033)  -1.474
S (1.921, -6.338, 0.182)  0.632
S (-0.198, -4.581, 1.302)  0.934
H (-4.376, -2.417, 1.262)  0.048
H (-3.593, -4.008, 1.136)  0.049
H (-3.664, -2.915, -0.286)  0.046
O (-0.920, 0.264, -4.583)  -0.241
Cl (0.046, 0.983, -3.854)  0.732
O (0.366, 2.251, -4.386)  -0.239
O (1.197, 0.203, -3.541)  -0.313
O (-0.630, 1.338, -2.472)  -0.541

Results
Multiplicity: 3
Net charge: +1
HOMO (spin up / spin down) in Eh: -0.399 / -0.399
Energy relative to the best compared isomer or geometry (same formula, charge and spin) in kcal per mole: 0.0
HOMO-LUMO gap (spin up / spin down) in eV: 6.8 / 6.9


No. 5
ORCA calculation (ωB97M-V/def2-TZVPD) on a molecular structure, C12H19BF4FeIN4O.

Last column: Löwdin charge in e.
Geometry (Å):
C (-1.725, 0.184, -3.573)  -0.787
I (-0.356, 0.911, -4.904)  -0.160
H (-2.552, -0.380, -3.948)  -0.025
H (-1.114, -0.439, -2.913)  -0.069
H (-2.103, 1.062, -3.016)  -0.035
C (0.538, 3.678, 1.950)  -0.085
C (-0.674, 3.980, 1.448)  -0.078
N (-1.013, 2.934, 0.611)  -0.145
C (-0.059, 1.949, 0.595)  -0.144
N (0.917, 2.457, 1.425)  -0.134
H (1.103, 4.245, 2.657)  0.101
H (-1.314, 4.827, 1.627)  0.104
C (2.142, -3.280, -0.967)  -0.083
C (0.547, -1.696, -0.483)  -0.141
N (1.900, -1.946, -0.634)  -0.149
H (0.712, -4.914, -1.211)  0.102
N (-0.001, -2.937, -0.645)  -0.146
H (3.124, -3.710, -1.150)  0.106
Fe (-0.390, 0.018, 0.104)  0.333
C (-2.112, -0.456, 1.371)  -0.120
O (-3.301, -0.586, 1.338)  -0.065
C (0.942, -3.889, -0.990)  -0.089
C (-1.388, -3.287, -0.477)  -0.051
H (-1.461, -4.377, -0.500)  0.081
H (-1.981, -2.865, -1.288)  0.078
H (-1.744, -2.903, 0.473)  0.066
C (2.964, -1.023, -0.345)  -0.071
H (3.912, -1.393, -0.763)  0.083
H (3.096, -0.912, 0.749)  0.090
H (2.729, -0.036, -0.774)  0.076
C (2.116, 1.787, 1.870)  -0.031
H (2.825, 2.539, 2.229)  0.086
H (2.531, 1.211, 1.033)  0.057
H (1.841, 1.103, 2.690)  0.074
C (-2.276, 2.863, -0.086)  -0.060
H (-2.107, 2.716, -1.157)  0.075
H (-2.823, 3.792, 0.084)  0.078
H (-2.879, 2.026, 0.280)  0.069
F (-0.212, -1.674, 2.601)  -0.032
B (-0.115, -0.646, 3.682)  -1.181
F (-0.902, 0.495, 3.296)  0.032
F (-0.602, -1.225, 4.839)  0.117
F (1.234, -0.261, 3.721)  0.074

Results
Multiplicity: 6
Net charge: -2
HOMO (spin up / spin down) in Eh: 0.081 / -0.050
HOMO-LUMO gap (spin up / spin down) in eV: 1.9 / 5.8


no.,strongest force on any atom (eV/Å),E_tot (Eh)
1,6.937,-1169.06745
2,2.618,-11833.62837
3,2.452,-8576.55111
4,1.129,-3812.91686
5,4.126,-2748.68492